Molecular formula: CH4N2O2S
Method: DFT, ωB97M-V/def2-TZVPD

```
10
Properties=species:S:1:pos:R:3:forces:R:3
O 0.0699 -2.1628 -0.4676 -0.28 0.96 -0.10
N -0.2253 -0.8299 -0.7191 0.06 -0.23 -0.58
C 0.0553 0.1447 0.1315 -0.83 -0.37 -0.55
S 0.6806 0.0011 1.6258 0.63 -0.54 0.86
N -0.3996 1.4000 -0.2808 0.87 0.57 0.29
O -0.6964 1.4473 -1.6344 -1.33 -0.03 -1.39
H 0.0855 -2.1035 0.4938 0.33 -0.68 0.90
H -0.6541 -0.6608 -1.6139 0.14 -0.02 0.02
H 0.3968 2.0256 -0.1959 -0.26 0.27 0.54
H -1.6642 1.5858 -1.6706 0.67 0.07 0.01
```
Positions in Å, forces in eV/Å.

Values from the calculation:
- Strongest force on any atom: 0.038 hartree/bohr
- Highest occupied orbital energy: -8.90 eV
- Relative energy (zero: lowest compared OMol25 entry of this formula, charge and spin): 64.6 kcal per mole
- E_tot: -698.572335 Eh
- SMILES string: ONC(=S)NO

These are the Löwdin partial charges, in e, on atoms 1 to 6:
1. O 0.0021
2. N -0.0471
3. C -0.9160
4. S 0.6722
5. N -0.0755
6. O -0.0663

=====

Molecular formula: C2H11N8
Method: DFT, ωB97M-V/def2-TZVPD

```
21
Properties=species:S:1:pos:R:3:forces:R:3
C 2.2820 -0.4018 2.9716 4.23 1.15 -1.94
C -0.1567 -0.2368 -1.5631 -0.35 -1.60 1.43
N 3.1197 -0.0703 2.1634 0.04 -0.64 0.56
N -1.3882 -0.7305 1.1476 -1.22 -0.34 1.09
N -0.2828 -0.0993 1.6812 -1.04 -1.36 -2.24
N 1.4071 -0.3639 3.7818 -2.96 -1.43 2.85
N -1.5535 0.1163 -1.5321 0.74 2.67 -1.40
N 0.4542 0.0871 -2.7831 -0.03 2.84 -0.76
N 0.6047 0.3450 0.9535 1.23 1.62 -1.42
N 0.5257 0.4749 -0.3680 1.81 1.69 -0.04
H 0.0170 -1.3636 -1.3859 -0.53 1.70 -0.09
H 3.8920 -0.5187 1.6871 -0.59 -0.12 0.13
H -2.1055 -0.6969 1.8948 0.28 -0.17 -1.12
H 1.4158 -0.8185 4.7203 0.17 0.78 -1.24
H 0.0974 -0.3783 2.6146 -0.38 0.42 0.45
H -2.0397 -0.6647 -1.8750 -1.20 -0.87 -1.05
H -1.6800 0.9924 -2.2087 -0.12 -2.57 2.03
H 0.2115 1.0797 -3.1319 0.17 -2.02 0.76
H 1.4481 0.1318 -2.6726 0.82 -0.51 -0.28
H 1.3020 1.1500 -0.6796 -1.46 -1.69 0.75
H -1.6876 -0.4257 0.1687 0.40 0.44 1.52
```
Positions in Å, forces in eV/Å.

Values from the calculation:
- Charge: +1
- Strongest force on any atom: 0.093 hartree/bohr
- Highest occupied orbital energy: -13.24 eV
- Relative energy (zero: lowest compared OMol25 entry of this formula, charge and spin): 18.6 kcal per mole
- E_tot: -520.472977 Eh

These are the Löwdin partial charges, in e, on atoms 1 to 6:
1. C -0.4008
2. C -0.4866
3. N 0.1904
4. N 0.1050
5. N -0.0459
6. N 0.1282

=====

Molecular formula: C6H2N2
Method: DFT, ωB97M-V/def2-TZVPD

```
10
Properties=species:S:1:pos:R:3:forces:R:3
C 1.0031 1.5188 -0.0232 0.88 0.75 0.74
C 1.0970 -1.5637 0.0763 0.26 0.06 -0.39
C -1.1616 0.5049 -0.6899 -1.05 -1.33 -0.34
C -1.0997 -0.3724 0.6660 -1.14 1.30 -2.53
C -0.1598 1.2848 -0.5691 -2.51 0.46 -2.85
C -0.1473 -1.1427 0.5362 4.12 -3.62 0.54
N 2.0209 1.7250 0.4642 1.71 0.36 0.70
N 2.1683 -1.8559 -0.3086 -1.73 0.29 0.68
H -1.8847 0.0829 -1.4902 1.35 1.43 1.43
H -1.8359 -0.1816 1.3382 -1.90 0.30 2.01
```
Positions in Å, forces in eV/Å.

Values from the calculation:
- Strongest force on any atom: 0.107 hartree/bohr
- Highest occupied orbital energy (spin up / spin down): -9.19 / -9.07 eV
- Relative energy (zero: lowest compared OMol25 entry of this formula, charge and spin): 87.3 kcal per mole
- E_tot: -339.085880 Eh

These are the Löwdin partial charges, in e, on atoms 1 to 6:
1. C -0.2834
2. C -0.2138
3. C -0.0192
4. C -0.0630
5. C -0.0356
6. C -0.0120

=====

Molecular formula: C5H10O2
Method: DFT, ωB97M-V/def2-TZVPD

```
17
Properties=species:S:1:pos:R:3:forces:R:3
C -0.7537 2.6040 0.9300 -0.73 3.32 1.14
C -0.2575 1.9156 -0.0616 1.03 -1.17 0.31
C 0.4559 0.6261 0.0449 -2.67 1.69 -4.23
C 0.6275 -0.1781 -0.9893 0.80 -0.31 0.36
C 1.3749 -1.4745 -0.8948 -1.55 -0.55 0.24
O 2.0752 -1.8016 0.2620 1.04 -0.25 0.05
H -0.8698 2.4496 1.9869 0.45 -1.21 0.26
H -1.0162 3.6905 0.8055 -0.18 -1.21 -0.62
H -0.2852 2.3677 -1.0193 0.04 0.27 -0.94
H 0.8637 0.3796 0.9022 1.61 -1.13 4.51
H 0.4095 0.1195 -2.0061 -0.55 -0.03 -0.02
H 2.1090 -1.3841 -1.6476 0.73 -0.66 -1.27
H 0.6527 -2.3227 -1.0260 0.52 0.61 -0.78
H 1.7393 -1.3680 1.0227 -0.57 0.59 1.02
O -2.6870 -1.6124 0.4771 2.43 -0.92 0.12
H -1.6837 -1.5148 0.2956 -2.48 -0.15 0.43
H -2.7547 -2.4963 0.9176 0.09 1.13 -0.57
```
Positions in Å, forces in eV/Å.

Values from the calculation:
- Strongest force on any atom: 0.103 hartree/bohr
- Highest occupied orbital energy: -9.13 eV
- Relative energy (zero: lowest compared OMol25 entry of this formula, charge and spin): 77.8 kcal per mole
- E_tot: -346.901443 Eh
- SMILES string: C=C/C=C/CO.O

These are the Löwdin partial charges, in e, on atoms 1 to 6:
1. C -0.0051
2. C -0.1746
3. C -0.1005
4. C -0.0733
5. C -0.2772
6. O -0.0354

=====

Molecular formula: C15H17N6OSSe4Tc
Method: DFT, ωB97M-V/def2-TZVPD

```
45
Properties=species:S:1:pos:R:3:forces:R:3
Tc 0.6606 0.9526 -0.4217 1.37 0.57 -0.54
N -2.3327 2.0338 -3.4092 -0.05 -0.08 -0.04
C -1.5762 1.5471 -2.4232 0.64 -0.04 0.19
S 0.1618 1.5052 -2.6997 0.22 -0.14 0.27
N -2.1658 1.1139 -1.3341 -0.92 0.08 -0.18
N -1.3259 0.7457 -0.3503 -1.21 -0.22 0.32
C -1.8306 0.2060 0.7199 -0.01 0.32 -0.66
C -0.9211 0.0258 1.8229 0.40 -0.08 0.57
C -1.3186 -0.4534 3.0692 -0.17 0.06 -0.43
C -0.4225 -0.4370 4.1203 0.31 0.13 0.01
C 0.8616 0.0523 3.9002 -0.32 -0.13 0.14
C 1.2098 0.4618 2.6284 0.28 0.01 -0.07
N 0.3566 0.4430 1.6001 -0.08 -0.05 0.77
H -1.8983 2.2930 -4.2772 -0.06 0.02 -0.02
H -3.3365 2.0116 -3.3360 0.01 0.01 0.03
H -2.8934 0.0125 0.7871 -0.02 -0.05 0.02
H -2.3320 -0.8126 3.1847 0.00 0.02 0.09
H -0.7193 -0.7817 5.1013 -0.01 -0.02 0.00
H 1.5861 0.1152 4.6988 0.03 -0.03 -0.01
H 2.2161 0.8036 2.4150 -0.05 0.00 -0.09
Se 3.1057 1.1897 -0.7690 -0.23 0.35 -0.59
Se 4.5811 1.1513 0.9943 0.11 0.02 0.78
Se 4.5882 3.1955 2.2870 0.02 -0.27 -0.43
Se 2.5320 3.7793 2.8269 -0.10 0.02 0.06
C 0.6154 4.2029 -0.7728 0.14 0.26 -0.21
O 0.4740 3.0895 0.1314 -0.20 -0.47 -0.14
H 0.8237 5.1074 -0.2024 0.01 -0.08 0.07
H -0.2853 4.3340 -1.3726 0.01 -0.07 0.03
H 1.4565 3.9838 -1.4234 0.00 -0.05 0.06
H -0.1865 3.3096 0.7962 -0.01 -0.08 0.09
N 1.3542 -3.1463 0.1271 -0.04 0.00 -0.04
C 1.6392 -1.8374 0.1481 0.11 -0.01 0.02
N 0.8502 -1.1419 -0.6461 -0.09 0.09 0.04
C 0.0020 -2.0676 -1.2587 -0.02 -0.36 0.01
C -0.9836 -1.9243 -2.2326 -0.04 0.04 -0.01
C -1.6566 -3.0607 -2.6307 -0.03 0.04 -0.02
C -1.3750 -4.3198 -2.0836 0.04 -0.04 0.06
C -0.3836 -4.4823 -1.1394 0.09 -0.08 0.02
C 0.3071 -3.3397 -0.7560 -0.21 0.25 -0.19
H 1.8317 -3.8673 0.6406 0.10 0.06 0.04
H 2.4302 -1.4142 0.7467 0.00 0.02 0.00
H -1.1973 -0.9661 -2.6792 0.00 -0.01 0.02
H -2.4188 -2.9826 -3.3939 -0.01 0.02 0.01
H -1.9393 -5.1807 -2.4142 0.01 0.00 -0.02
H -0.1447 -5.4506 -0.7201 -0.02 -0.02 -0.04
```
Positions in Å, forces in eV/Å.

Values from the calculation:
- Charge: +1
- Strongest force on any atom: 0.031 hartree/bohr
- Highest occupied orbital energy (spin up / spin down): -10.18 / -10.39 eV
- Relative energy (zero: lowest compared OMol25 entry of this formula, charge and spin): 15.7 kcal per mole
- Spin multiplicity: 4
- E_tot: -11070.168142 Eh
- Expectation value of S²: 3.78

These are the Löwdin partial charges, in e, on atoms 1 to 6:
1. Tc 0.9571
2. N 0.1125
3. C -0.8234
4. S 0.6165
5. N 0.0054
6. N -0.2140

=====

Molecular formula: C24H45AlN10O3P
Method: DFT, ωB97M-V/def2-TZVPD

```
84
Properties=species:S:1:pos:R:3:forces:R:3
C -2.1120 0.0155 2.6567 -0.12 0.24 -0.02
C -2.7865 0.8596 1.5760 0.01 -0.12 -0.07
O -3.3807 1.9999 2.2154 -0.16 0.14 -0.12
C -1.8077 1.3167 0.4969 0.07 0.00 -0.01
O -1.0144 0.2743 0.0418 -0.48 -0.01 0.12
Al 0.0907 0.4931 -1.3043 0.31 0.21 -0.13
C 2.0031 0.2233 -0.8069 0.00 -0.25 0.03
C 2.2705 -0.2682 0.6073 0.01 -0.02 0.03
C 1.5637 -1.5752 0.9255 -0.10 0.03 0.01
O 1.8373 0.7043 1.5946 0.34 0.10 -0.02
P -0.5050 -1.3029 -2.8650 0.36 -0.20 0.28
N 0.3512 -2.6693 -2.7796 0.14 0.00 -0.08
H -2.5085 -0.9984 2.6776 0.11 -0.06 0.01
H -1.0347 -0.0329 2.4960 -0.04 -0.03 -0.01
H -2.3119 0.4828 3.6229 0.01 -0.05 0.02
H -3.5838 0.2872 1.0802 0.05 -0.07 0.08
H -3.7536 2.5714 1.5271 0.16 -0.11 0.10
H -2.3867 1.7646 -0.3264 0.03 0.08 0.07
H -1.2028 2.1259 0.9476 0.01 -0.10 0.04
H -0.1675 1.9262 -2.0335 -0.08 -0.09 0.07
H 2.4153 -0.5339 -1.4897 0.03 0.08 -0.03
H 2.5881 1.1362 -0.9713 -0.03 0.01 -0.06
H 3.3521 -0.4005 0.7612 -0.01 -0.05 -0.02
H 0.5310 -1.3561 1.2052 0.02 -0.04 -0.04
H 1.5374 -2.2240 0.0464 0.05 0.02 0.01
H 2.0504 -2.1072 1.7472 -0.06 0.03 0.04
H 2.4283 1.4614 1.4801 -0.23 -0.10 -0.01
H -1.9063 -1.5594 -2.7052 -0.09 0.11 -0.23
H -0.5431 -0.7802 -4.1864 -0.18 0.06 -0.01
H 0.7627 -2.9143 -3.6747 -0.12 -0.03 0.02
C 6.9487 -0.7657 0.4867 -0.14 -0.07 -0.01
C 6.0907 0.3345 0.0632 0.02 0.01 -0.11
N 5.4155 1.1845 -0.3083 0.09 0.10 0.09
H 6.6452 -1.6692 -0.0414 0.01 -0.02 0.02
H 7.9915 -0.5527 0.2645 -0.04 0.05 0.04
H 6.8418 -0.9357 1.5566 0.01 0.02 0.00
C -1.0875 4.9332 0.1205 -0.05 0.00 -0.12
C -2.4925 4.5831 -0.0307 0.00 -0.19 0.04
N -3.5868 4.2437 -0.1081 -0.05 0.22 0.00
H -0.6203 5.0577 -0.8547 -0.03 -0.01 0.00
H -0.9901 5.8489 0.6991 0.04 -0.01 -0.01
H -0.5809 4.1178 0.6322 0.03 0.04 0.00
C -6.3677 4.8073 -1.8207 -0.01 -0.03 0.01
C -7.3947 5.8260 -1.6377 -0.02 0.02 0.00
N -8.2075 6.6262 -1.5048 0.03 -0.02 0.00
H -6.8351 3.8580 -2.0783 0.01 0.00 -0.01
H -5.6930 5.1041 -2.6220 0.00 0.00 0.00
H -5.7739 4.6744 -0.9181 -0.01 0.03 -0.01
C 0.8073 4.9136 4.3418 0.00 -0.06 -0.11
C 1.2237 5.1435 2.9619 0.04 -0.01 0.00
N 1.5488 5.3251 1.8765 0.01 0.07 0.07
H -0.2328 4.5919 4.3569 0.00 -0.01 0.03
H 1.4251 4.1332 4.7819 -0.02 0.00 0.02
H 0.9149 5.8317 4.9160 -0.01 -0.01 0.02
C -4.7405 -3.6410 1.8863 0.12 0.02 0.01
C -3.4777 -3.8722 2.5793 0.09 0.08 -0.06
N -2.4691 -4.0245 3.1040 -0.09 -0.11 0.15
H -5.3675 -4.5277 1.9540 -0.02 0.02 -0.02
H -5.2515 -2.7934 2.3394 -0.02 -0.01 -0.02
H -4.5358 -3.4158 0.8408 -0.02 0.00 0.00
C 11.1989 -2.7368 -1.2836 -0.05 0.07 0.06
C 10.7137 -1.8403 -0.2388 0.01 0.00 0.02
N 10.3317 -1.1364 0.5831 0.07 -0.05 -0.04
H 12.2324 -3.0097 -1.0803 0.00 -0.01 -0.02
H 10.5854 -3.6354 -1.3069 0.02 -0.01 -0.02
H 11.1396 -2.2373 -2.2486 0.01 -0.02 -0.01
C -4.5162 3.1510 -5.6074 0.06 -0.04 0.03
C -3.2646 2.7814 -4.9522 0.02 -0.01 0.00
N -2.2767 2.4848 -4.4487 -0.08 0.06 -0.08
H -5.2418 2.3474 -5.4945 -0.01 0.02 -0.01
H -4.9173 4.0602 -5.1638 -0.01 0.00 0.00
H -4.3376 3.3239 -6.6672 -0.03 0.00 0.00
C 1.0438 -5.9497 -5.2078 0.01 0.14 0.02
C 1.6160 -4.7994 -5.9000 -0.03 0.14 0.12
N 2.0472 -3.8611 -6.4006 0.05 -0.13 -0.13
H 1.7903 -6.3832 -4.5453 -0.02 -0.02 0.00
H 0.2008 -5.6076 -4.6077 0.01 -0.03 0.02
H 0.7150 -6.6955 -5.9287 -0.02 -0.01 0.02
C -1.9316 -5.2005 6.3851 -0.06 0.08 -0.01
C -2.1210 -6.6418 6.2701 0.05 -0.03 -0.05
N -2.2625 -7.7781 6.1878 -0.02 0.04 0.03
H -1.7728 -4.7520 5.4043 0.01 -0.08 -0.02
H -2.8208 -4.7527 6.8269 0.01 0.00 0.01
H -1.0765 -4.9917 7.0253 0.01 0.00 -0.01
```
Positions in Å, forces in eV/Å.

Values from the calculation:
- Charge: -1
- Strongest force on any atom: 0.010 hartree/bohr
- Highest occupied orbital energy: -3.76 eV
- E_tot: -2298.526187 Eh

These are the Löwdin partial charges, in e, on atoms 1 to 6:
1. C -0.0223
2. C -0.4043
3. O -0.0769
4. C -0.3110
5. O -0.2670
6. Al 0.1437

=====

Question: Which of these has the lowest strongest force on any atom?
Answer: C24H45AlN10O3P

=====

Question: Number 1 is which compound?
Answer: CH4N2O2S

=====

Question: Among the records above, which one has the highest E_tot?
Answer: C6H2N2